[1]
Below is an isolated molecule of C20H32N4O2, with properties calculated with ωB97M-V/def2-TZVPD.

Each line ends with the natural charge from an NBO analysis.
Positions of all 58 atoms, in Å:
1 C -4.502552 -1.550696 1.622011  -0.64
2 C -4.493743 -0.527988 0.541223  0.14
3 N -5.610144 0.039179 0.122612  -0.28
4 N -5.253737 0.878066 -0.852951  -0.33
5 C -3.922987 0.869821 -1.088541  0.18
6 C -3.386883 -0.039171 -0.193016  -0.18
7 C -1.948895 -0.404859 -0.031098  -0.24
8 N -1.169847 0.669075 0.582712  -0.43
9 C -0.268535 1.329375 -0.177138  0.71
10 O -0.141531 1.078166 -1.363150  -0.65
11 C 0.603313 2.386425 0.511848  -0.31
12 C 1.615208 1.701720 1.454274  -0.20
13 N 2.737234 1.157760 0.734928  -0.46
14 C 3.445389 1.954016 -0.100981  0.69
15 O 4.450137 1.592889 -0.678534  -0.63
16 C 2.841836 3.337522 -0.234354  -0.50
17 C 1.348982 3.224683 -0.539001  -0.40
18 H 0.910289 4.221163 -0.609294  0.21
19 H 1.228906 2.737500 -1.509767  0.25
20 H 3.356531 3.862998 -1.038318  0.24
21 H 3.005114 3.890260 0.694986  0.21
22 C 3.146708 -0.206975 0.979394  -0.20
23 H 4.155014 -0.303216 0.569472  0.24
24 C 2.228405 -1.246057 0.322840  -0.23
25 C 2.307827 -1.162007 -1.200800  -0.41
26 C 1.431854 -2.226889 -1.852343  -0.39
27 C 1.825038 -3.620920 -1.375745  -0.40
28 C 1.727335 -3.705354 0.143810  -0.39
29 C 2.616717 -2.648859 0.792343  -0.39
30 H 3.658017 -2.838287 0.523089  0.20
31 H 2.536745 -2.713695 1.881121  0.20
32 H 2.025409 -4.699303 0.485005  0.21
33 H 0.689862 -3.544800 0.448790  0.19
34 H 1.175753 -4.370797 -1.833138  0.20
35 H 2.851286 -3.833090 -1.683348  0.19
36 H 1.524949 -2.162208 -2.937671  0.21
37 H 0.386425 -2.037791 -1.598057  0.19
38 H 3.345335 -1.294212 -1.513455  0.20
39 H 1.981816 -0.175859 -1.532516  0.23
40 H 1.192789 -1.050899 0.627685  0.18
41 H 3.189167 -0.375603 2.062495  0.19
42 H 1.967810 2.444536 2.185268  0.20
43 H 1.141630 0.890181 2.007204  0.22
44 H -0.040354 3.036899 1.109537  0.22
45 C -1.515442 0.918236 1.959907  -0.41
46 H -2.603543 0.975514 2.042751  0.22
47 H -1.166484 0.098133 2.596679  0.19
48 H -1.095869 1.848609 2.327655  0.21
49 H -1.496895 -0.603764 -1.005395  0.26
50 H -1.862157 -1.295963 0.598833  0.20
51 C -3.291524 1.714148 -2.131761  -0.67
52 H -2.233580 1.480157 -2.212491  0.26
53 H -3.765086 1.544063 -3.098048  0.22
54 H -3.395308 2.771181 -1.884817  0.22
55 H -5.956952 1.418842 -1.330188  0.40
56 H -3.880088 -1.241727 2.460935  0.21
57 H -5.522070 -1.688881 1.969297  0.24
58 H -4.124634 -2.501262 1.247193  0.22

Cartesian forces, eV/Å:
-0.0409 0.0451 -0.0895
-0.0134 0.3138 -0.3441
-0.6387 -0.3061 0.4561
0.4246 0.0348 -0.1112
0.0289 -0.1914 0.1596
-0.1956 0.1371 -0.1781
-0.0171 0.0396 -0.3332
-0.2044 -0.3198 0.0691
0.1127 0.3206 0.2422
0.1332 -0.0774 -0.3774
0.0405 -0.0630 -0.1424
-0.2391 0.3390 0.2169
-0.1401 -0.2930 -0.0286
0.0041 0.4860 0.0487
0.2861 -0.0648 -0.2699
0.0197 0.0147 -0.1576
-0.0319 0.0679 -0.0537
-0.0129 -0.0273 -0.0328
-0.0154 0.1103 0.1101
0.0517 -0.0714 0.1039
0.0568 0.0232 0.0215
-0.0169 -0.3300 -0.0351
-0.0705 -0.0592 0.1185
0.5388 0.0839 -0.0045
-0.3582 0.0832 0.0557
0.3002 -0.0411 -0.0846
-0.3383 0.0383 0.0688
0.3297 -0.0937 -0.0803
-0.4097 0.0970 0.0896
0.1248 -0.0087 0.0164
0.0851 0.0088 0.0384
-0.0818 -0.0203 0.0411
-0.0728 -0.0295 0.0473
0.0654 -0.0506 -0.0435
0.0659 -0.0608 -0.0507
-0.0923 0.0272 -0.0369
-0.1054 0.0242 -0.0314
0.1256 0.0032 -0.0045
0.0995 0.0323 -0.0294
-0.1066 -0.0014 0.0509
0.0317 0.0044 -0.0446
-0.1299 -0.1220 0.0093
0.0459 0.0504 0.0276
0.0599 -0.0718 0.0084
0.0631 0.0470 0.1773
0.0352 0.0449 0.0427
-0.0048 0.0285 0.0414
0.0022 -0.0011 0.0126
-0.0055 -0.0952 0.2332
0.0329 -0.0010 -0.0579
-0.0208 0.0471 -0.0374
0.0458 0.0227 -0.0476
0.0160 0.0275 -0.0941
0.0488 0.0788 -0.0361
0.0794 -0.0954 0.0919
0.0354 -0.0402 0.0954
-0.0415 -0.0523 0.0725
0.0150 -0.0932 0.0703

Computed properties:
Max |F| = 0.842 eV/A
SMILES string = Cc1n[nH]c(C)c1CN(C)C(=O)[C@@H]1CCC(=O)N(CC2CCCCC2)C1
Highest occupied orbital energy = -0.329 Eh
Multiplicity = 1

[2]
Below is a cluster of 2 separate species, C5H13NO in total in a non-equilibrium geometry, with properties calculated with ωB97M-V/def2-TZVPD.

Each line ends with the natural charge from an NBO analysis.
Positions of all 20 atoms, in Å:
1 C 0.842623 1.782776 -0.488971  -0.41
2 N 0.172398 0.453824 -0.767930  -0.61
3 C -0.401434 -0.057845 0.353912  0.22
4 C -1.264236 -1.133682 0.285323  -0.38
5 C -1.850681 -1.717739 1.556184  -0.64
6 C -0.035641 0.335714 1.731751  -0.67
7 H 1.661785 1.542767 0.158068  0.20
8 H 0.079579 2.495341 -0.049962  0.19
9 H 1.352039 2.207570 -1.302624  0.22
10 H -0.141236 -0.050028 -1.620122  0.41
11 H -2.086068 -1.153461 -0.430544  0.19
12 H -2.495809 -0.946537 2.070294  0.20
13 H -1.031476 -2.066822 2.230108  0.20
14 H -2.370474 -2.594976 1.117812  0.22
15 H -0.707343 0.080682 2.478200  0.23
16 H 0.921588 -0.105953 2.029306  0.23
17 H 0.123326 1.459645 1.893553  0.22
18 H 1.689507 -0.394059 -3.600913  0.46
19 H 2.991964 -0.025544 -4.241044  0.47
20 O 2.549582 -0.111668 -3.402399  -0.93

Cartesian forces, eV/Å:
-1.8067 -1.1754 -0.2367
0.4478 1.2635 0.5883
-1.7402 -2.9894 -0.1150
-0.8369 1.9435 0.7788
0.6406 -0.3078 -0.4075
2.8390 2.8932 -0.1409
0.1307 0.1579 0.9168
1.1627 -0.6335 -0.4750
0.0601 0.4621 -1.6151
0.6467 1.4683 0.6660
0.9325 -0.1696 -1.0638
0.2711 -1.2235 -0.2797
-0.8857 0.1184 -0.2337
-0.2729 0.3741 1.2429
-1.5007 -0.7141 0.9506
0.1050 -0.0103 -0.0468
-0.2077 -1.4716 -0.5253
-1.8587 -0.6615 -0.4298
0.2404 0.0414 -0.4309
1.6331 0.6344 0.8568

Computed properties:
Max |F| = 4.056 eV/A
SMILES string = C/C=C(\C)NC.O
Highest occupied orbital energy = -0.259 Eh
Multiplicity = 1

[3]
Below is a structure of composition C29H25ClPTm in a non-equilibrium geometry, with properties calculated with ωB97M-V/def2-TZVPD.

Each line ends with the natural charge from an NBO analysis.
Positions of all 57 atoms, in Å:
1 C -0.730701 -2.122004 3.418811  -0.31
2 C -0.558519 -2.230836 2.012479  -0.32
3 C 0.811876 -2.623595 1.801502  -0.37
4 H -1.303723 -2.245330 1.222592  0.26
5 C 1.465435 -2.743896 3.083226  -0.41
6 C 0.511089 -2.406905 4.101897  -0.46
7 H 0.724390 -2.251603 5.185818  0.26
8 H -1.680662 -1.832315 3.871987  0.25
9 H 1.170424 -2.922160 0.800283  0.26
10 H 2.529849 -2.896195 3.195958  0.26
11 Tm 1.091151 -0.413888 3.000341  1.78
12 Cl 3.343152 0.597076 2.225057  -0.62
13 P 0.193515 -0.112624 -1.841766  0.85
14 C 1.487137 -1.236357 -2.204699  -0.37
15 C 1.234135 -2.145540 -3.259670  -0.20
16 H 0.235547 -2.164860 -3.709666  0.22
17 C 2.247332 -2.965528 -3.721111  -0.22
18 H 2.086976 -3.615816 -4.599278  0.22
19 C 3.507571 -2.938039 -3.062186  -0.21
20 H 4.314361 -3.559851 -3.438203  0.21
21 C 3.719001 -2.121161 -1.923012  -0.23
22 H 4.713265 -2.141881 -1.423159  0.22
23 C 2.698157 -1.294645 -1.456768  -0.15
24 H 2.787059 -0.693874 -0.549891  0.23
25 C -1.429355 -0.671256 -2.090354  -0.36
26 C -1.833137 -1.999791 -1.769659  -0.23
27 H -1.141385 -2.692031 -1.316332  0.22
28 C -3.154214 -2.397897 -2.040674  -0.20
29 H -3.465648 -3.453336 -1.918913  0.22
30 C -4.087779 -1.435370 -2.497606  -0.24
31 H -5.115444 -1.754501 -2.741498  0.21
32 C -3.731769 -0.077075 -2.628390  -0.22
33 H -4.488503 0.666980 -2.959490  0.22
34 C -2.418610 0.315211 -2.367206  -0.16
35 H -2.143170 1.355635 -2.370577  0.21
36 C 0.569011 1.574123 -1.994384  -0.29
37 C 1.189365 1.866298 -3.224555  -0.21
38 H 1.464388 1.043757 -3.891394  0.22
39 C 1.414624 3.191408 -3.591525  -0.22
40 H 1.836643 3.427727 -4.581016  0.22
41 C 1.064876 4.214996 -2.666595  -0.20
42 H 1.214248 5.258838 -2.966415  0.22
43 C 0.542398 3.914769 -1.386722  -0.21
44 H 0.305844 4.762081 -0.691958  0.23
45 C 0.316350 2.577965 -1.019417  -0.21
46 H -0.033781 2.286198 -0.036901  0.24
47 C -1.655821 3.202911 5.148927  -0.24
48 C -2.485589 2.790386 4.078401  -0.20
49 C -1.963604 1.861716 3.136542  -0.24
50 C -0.692173 1.355515 3.372181  -0.44
51 C 0.188276 1.841875 4.371298  -0.31
52 C -0.326370 2.762642 5.304451  -0.20
53 H -2.064881 3.916319 5.883621  0.21
54 H -3.502180 3.184905 3.980283  0.21
55 H -2.528765 1.535404 2.241603  0.21
56 H 1.254375 1.525286 4.375324  0.17
57 H 0.303948 3.130144 6.128395  0.21

Cartesian forces, eV/Å:
-0.2137 -0.0672 0.2060
1.5659 -1.0410 0.9863
-0.5851 -0.4665 0.2866
0.0507 0.5002 0.3264
-0.7011 -0.3989 -0.7277
-0.5356 -0.5097 -0.2626
-0.3141 -0.4187 -0.9762
0.4919 -0.0649 0.0461
0.2185 0.4569 0.8318
-0.0298 -0.2768 0.1687
-0.5869 3.9446 -1.4388
-0.7842 -0.4880 0.3139
0.3062 -0.9475 3.8461
0.4186 -1.1443 -0.5391
0.3862 0.3606 0.1370
0.4858 0.1033 -0.0253
0.9922 -0.3705 0.4001
0.1364 0.3526 0.6531
-0.7054 0.4901 0.1361
-0.0794 0.0852 0.0953
0.3388 -0.5411 -0.5092
-0.9517 -0.0027 -0.3395
-0.7658 0.0341 -0.8791
0.1850 -0.0303 -0.3327
-1.6708 0.1868 0.3881
-0.8338 0.6465 -0.8446
0.2599 -0.1364 -0.2349
-0.0875 0.7209 -0.1746
0.2395 0.8207 0.0677
-0.0166 -0.2954 -0.0776
0.6517 0.2087 0.1749
-0.1452 -0.3758 0.1567
0.6390 -0.6158 0.4258
-0.2154 -1.2575 -0.3462
0.1053 0.2042 -0.3248
0.6020 1.2604 -0.8020
-0.1670 1.0127 -0.0120
-0.2219 0.3470 0.1339
-0.0916 0.5168 0.7740
-0.2038 -0.0125 0.6547
0.0233 -0.5667 -0.2661
-0.0787 -0.4216 0.2333
0.1000 0.3551 -0.1964
0.3037 -1.0302 -0.6598
0.2654 -0.0990 -1.3519
-0.1537 0.1010 -0.0460
-0.1159 0.0921 0.1272
0.9856 -0.4982 -0.3888
-0.4666 0.7366 1.1116
2.7951 -1.6980 -1.1021
-2.1445 0.2347 -0.2227
0.1289 -0.0104 -0.1276
0.2732 -0.4249 -0.4164
0.4051 -0.0693 0.0818
0.1866 0.1927 0.8066
-0.2250 0.3430 0.4392
-0.4498 -0.0279 -0.3840

Computed properties:
Max |F| = 4.240 eV/A
Expectation value of S² = 2.0025
Highest occupied orbital energy (spin up / spin down) = -0.241 / -0.241 Eh
Multiplicity = 3

[4]
Below is a cluster of 2 separate species, C4H8O2 in total, with properties calculated with ωB97M-V/def2-TZVPD.

Each line ends with the natural charge from an NBO analysis.
Positions of all 14 atoms, in Å:
1 O -1.010501 1.392064 0.661125  -0.67
2 C -1.080965 0.404609 1.575995  0.18
3 C -1.483481 -0.856801 1.382133  -0.60
4 C 1.344735 -0.141324 -0.917771  0.13
5 O 0.204251 -0.887122 -1.009121  -0.71
6 C 1.670986 0.712993 -1.877195  -0.51
7 H -1.193638 1.026433 -0.216166  0.49
8 H -0.749886 0.762282 2.547554  0.18
9 H -1.834456 -1.232677 0.422077  0.20
10 H -1.571951 -1.505666 2.243015  0.22
11 H 1.951641 -0.293607 -0.023381  0.17
12 H 0.139748 -1.451102 -0.229374  0.49
13 H 1.006747 0.817455 -2.730658  0.21
14 H 2.606771 1.252462 -1.828233  0.21

Cartesian forces, eV/Å:
0.0438 -0.1183 -0.1575
-0.0987 -0.3699 0.0668
-0.1480 0.2685 0.2314
0.2522 0.1282 -0.1890
0.1424 -0.0751 0.0540
-0.0368 -0.2401 0.0870
0.0588 0.0142 0.0287
-0.1428 -0.0817 -0.0750
-0.0141 0.2041 0.2211
0.1262 -0.0156 -0.0684
-0.1412 -0.0108 -0.2072
-0.0932 0.1289 -0.0134
0.2387 0.0812 0.0254
-0.1874 0.0865 -0.0038

Computed properties:
Max |F| = 0.389 eV/A
SMILES string = C=CO.C=CO
Highest occupied orbital energy = -0.330 Eh
Multiplicity = 1

- Among the records above, which one has the lowest max |F|?
  C4H8O2

- Which value of max |F| does entry 2 give?
  4.056 eV/A

- Among the records above, which one has the lowest max |F|?
  C4H8O2